No. 1
This record from the Open Molecules 2025 dataset describes one molecule with the formula C4H7NO2. The level of theory is the ωB97M-V functional and the def2-TZVPD basis.

Summary:
Highest occupied orbital energy, eV: -8.395
Kohn-Sham gap, Eh: 0.319
Maximum force, eV/Å: 0.6
DFT total energy, eV: -9843.6109
LUMO energy, eV: 0.3

Last column: natural (NBO) charge in e.
Cartesian coordinates (Å):
1 O 0.328 2.078 -0.359  -0.705
2 C 0.125 0.680 -0.449  -0.018
3 C 0.168 0.015 0.924  -0.260
4 N -0.070 -1.426 0.792  -0.561
5 C 0.786 -2.374 0.492  -0.083
6 C -1.232 0.510 -1.121  0.436
7 O -2.167 -0.071 -0.624  -0.514
8 H 1.212 2.296 -0.673  0.483
9 H 0.878 0.203 -1.096  0.189
10 H -0.592 0.459 1.573  0.221
11 H 1.151 0.168 1.379  0.213
12 H -1.053 -1.677 0.850  0.403
13 H 1.776 -1.860 0.423  0.073
14 H -1.311 0.999 -2.111  0.122

Cartesian forces, eV/Å:
O 0.216 0.085 -0.073
C -0.064 -0.253 0.031
C 0.106 0.059 0.060
N 0.060 -0.435 -0.129
C -0.093 0.601 0.150
C -0.379 -0.202 0.137
O 0.444 0.274 -0.227
H -0.092 0.020 0.071
H -0.132 0.061 0.061
H 0.082 -0.063 -0.104
H -0.139 -0.015 -0.092
H 0.140 0.015 -0.008
H -0.114 -0.131 0.035
H -0.036 -0.016 0.089

=====

No. 2
This record from the Open Molecules 2025 dataset describes C6H13NO as an isolated structure in a non-equilibrium geometry. The level of theory is the ωB97M-V functional and the def2-TZVPD basis.

Summary:
Highest occupied orbital energy, eV: -8.189
Kohn-Sham gap, Eh: 0.300
Maximum force, eV/Å: 6.0
DFT total energy, eV: -9964.8237
LUMO energy, eV: 0.0

Last column: natural (NBO) charge in e.
Cartesian coordinates (Å):
1 C 2.986 -0.204 -0.977  -0.672
2 C 1.659 0.100 -0.306  0.304
3 N 0.624 0.450 -1.066  -0.419
4 C -1.256 -0.286 1.863  -0.600
5 C -1.122 -0.896 0.471  -0.418
6 C -0.697 0.294 -0.484  -0.100
7 C -1.900 1.031 -1.095  -0.628
8 O 1.819 0.167 1.046  -0.580
9 H 2.927 -1.092 -1.616  0.229
10 H 3.183 0.540 -1.765  0.247
11 H 3.782 -0.311 -0.241  0.227
12 H 1.397 -0.826 0.475  0.508
13 H -0.312 -0.014 2.311  0.224
14 H -1.698 -1.099 2.519  0.194
15 H -2.037 0.531 1.839  0.206
16 H -0.467 -1.737 0.532  0.193
17 H -2.151 -1.210 0.232  0.214
18 H -0.233 1.062 0.177  0.219
19 H -2.506 0.315 -1.631  0.197
20 H -1.309 1.664 -1.774  0.233
21 H -2.688 1.519 -0.512  0.224

Cartesian forces, eV/Å:
C -0.135 0.373 -1.305
C 0.551 3.359 -4.922
N 1.951 -3.938 -1.325
C -1.990 -1.209 1.029
C -0.442 2.158 -0.268
C 0.144 2.267 4.087
C 1.407 -1.050 -1.631
O -2.290 -3.119 -0.285
H -0.157 -0.243 0.521
H 0.178 0.210 0.640
H -0.007 0.210 -0.242
H 0.340 0.238 3.503
H 0.102 0.490 -0.062
H 0.396 0.912 -0.405
H 1.181 -0.618 0.157
H 0.571 -0.726 -0.407
H 0.594 -0.266 -0.496
H -2.198 0.396 1.787
H 0.026 -0.263 -0.880
H -1.271 0.489 -0.192
H 1.052 0.329 0.697

=====

No. 3
This record from the Open Molecules 2025 dataset describes C56H42N9O2RbS5 as an isolated structure. The level of theory is the ωB97M-V functional and the def2-TZVPD basis.

Summary:
Highest occupied orbital energy, eV: -1.132
Kohn-Sham gap, Eh: 0.144
Maximum force, eV/Å: 0.8
DFT total energy, eV: -131083.7387
LUMO energy, eV: 2.8
Net charge: -2

Last column: Mulliken charge in e.
Cartesian coordinates (Å):
1 Rb -0.496 0.349 -0.201  0.854
2 N 0.765 -1.993 0.748  -0.494
3 S 1.975 -2.565 1.267  0.981
4 N 2.119 -2.799 2.979  -0.040
5 S 2.556 -1.807 4.039  0.921
6 N 2.277 -0.299 4.120  0.008
7 S 0.917 0.469 3.478  1.021
8 N 0.913 0.852 2.096  -0.306
9 C 0.816 1.843 4.627  0.025
10 C 1.637 2.046 5.724  0.004
11 C 1.472 3.199 6.482  -0.748
12 C 0.493 4.121 6.139  -0.539
13 C -0.321 3.904 5.034  -0.548
14 C -0.161 2.764 4.261  -0.636
15 C -0.393 -0.595 4.134  0.598
16 C -0.719 -0.593 5.486  -0.156
17 C -1.704 -1.450 5.949  -0.787
18 C -2.355 -2.302 5.065  -0.666
19 C -2.020 -2.295 3.720  -0.795
20 C -1.037 -1.436 3.242  -0.145
21 C 1.953 -2.564 5.545  0.480
22 C 2.297 -1.967 6.750  -0.787
23 C 1.773 -2.477 7.925  -0.659
24 C 0.904 -3.562 7.884  -0.559
25 C 0.563 -4.140 6.671  -0.762
26 C 1.093 -3.645 5.486  -0.186
27 C 4.331 -1.856 4.241  0.606
28 C 4.914 -3.101 4.438  -0.788
29 C 6.294 -3.195 4.494  -0.613
30 C 7.073 -2.054 4.334  -0.538
31 C 6.476 -0.822 4.123  -0.743
32 C 5.092 -0.713 4.079  -0.333
33 C 3.535 -1.734 0.936  0.449
34 C 4.755 -2.390 1.042  -0.164
35 C 5.919 -1.688 0.781  -0.845
36 C 5.853 -0.348 0.414  -0.749
37 C 4.627 0.289 0.304  -0.936
38 C 3.452 -0.407 0.561  -0.004
39 C 2.352 -4.238 0.767  0.340
40 C 2.709 -5.272 1.621  -0.036
41 C 2.968 -6.523 1.077  -0.727
42 C 2.882 -6.716 -0.297  -0.517
43 C 2.528 -5.670 -1.140  -0.669
44 C 2.248 -4.418 -0.608  -0.348
45 H 2.396 1.315 5.969  0.188
46 H 2.112 3.377 7.338  0.412
47 H 0.370 5.019 6.733  0.367
48 H -1.078 4.629 4.759  0.508
49 H -0.776 2.584 3.378  0.545
50 H -0.213 0.073 6.172  0.438
51 H -1.966 -1.449 7.000  0.449
52 H -3.129 -2.967 5.427  0.393
53 H -2.524 -2.957 3.027  0.521
54 H -0.747 -1.462 2.196  0.008
55 H 2.955 -1.107 6.759  0.186
56 H 2.032 -2.021 8.872  0.420
57 H 0.485 -3.950 8.804  0.382
58 H -0.127 -4.973 6.639  0.452
59 H 0.831 -4.060 4.522  0.514
60 H 4.292 -3.983 4.528  0.185
61 H 6.762 -4.159 4.644  0.419
62 H 8.152 -2.133 4.361  0.384
63 H 7.084 0.061 3.973  0.437
64 H 4.598 0.231 3.891  0.541
65 H 4.794 -3.439 1.308  0.475
66 H 6.877 -2.190 0.846  0.465
67 H 6.764 0.196 0.194  0.392
68 H 4.572 1.324 -0.005  0.551
69 H 2.487 0.072 0.481  0.204
70 H 2.776 -5.098 2.686  0.131
71 H 3.241 -7.345 1.728  0.410
72 H 3.096 -7.693 -0.714  0.379
73 H 2.474 -5.787 -2.216  0.564
74 H 1.972 -3.588 -1.263  0.137
75 S 1.520 -1.189 -2.414  -0.316
76 C 0.775 -1.076 -3.962  0.164
77 S -0.127 0.304 -4.429  -0.465
78 C 0.909 -2.177 -4.852  -0.008
79 C 0.357 -2.194 -6.160  -0.059
80 N -0.055 -2.281 -7.238  -0.689
81 C 1.561 -3.375 -4.471  0.153
82 N 2.073 -4.385 -4.220  -0.656
83 C 1.480 3.934 -3.516  -0.668
84 O 1.431 4.695 -2.316  -0.506
85 C 0.309 5.441 -2.111  0.651
86 C -0.485 5.955 -3.126  -0.276
87 C -1.647 6.654 -2.806  -0.396
88 C -2.047 6.800 -1.490  0.076
89 C -1.199 6.352 -0.475  -0.123
90 C -0.033 5.686 -0.781  -0.664
91 N -3.293 7.443 -1.172  -0.672
92 N -4.057 6.870 -0.355  -0.585
93 C -3.813 5.534 0.013  0.086
94 C -3.800 5.256 1.372  -0.479
95 C -3.277 4.080 1.887  -0.643
96 C -2.726 3.067 1.048  0.009
97 O -2.130 2.051 1.477  -0.537
98 C -2.928 3.283 -0.407  -0.120
99 N -2.543 2.284 -1.231  -0.290
100 C -2.748 2.387 -2.524  -0.480
101 C -3.412 3.489 -3.090  -0.743
102 C -3.782 4.524 -2.276  -0.522
103 C -3.496 4.475 -0.895  1.211
104 H 2.312 3.243 -3.406  0.239
105 H 1.652 4.571 -4.389  0.290
106 H 0.563 3.357 -3.649  0.290
107 H -0.232 5.785 -4.164  0.311
108 H -2.292 7.025 -3.594  0.364
109 H -1.498 6.466 0.558  0.462
110 H 0.602 5.285 -0.002  0.438
111 H -4.133 6.043 2.042  0.334
112 H -3.237 3.915 2.958  0.536
113 H -2.371 1.579 -3.146  0.407
114 H -3.609 3.511 -4.154  0.402
115 H -4.302 5.387 -2.681  0.558

Cartesian forces, eV/Å:
Rb -0.270 0.142 -0.711
N 0.017 -0.194 0.131
S -0.009 0.063 0.047
N -0.054 -0.067 -0.023
S 0.019 0.063 0.022
N 0.082 -0.022 0.005
S 0.014 0.008 0.078
N 0.106 0.004 0.119
C 0.007 0.005 -0.012
C -0.003 -0.005 -0.005
C -0.003 0.000 -0.002
C 0.001 0.006 0.003
C -0.002 -0.004 -0.006
C -0.002 -0.003 0.016
C -0.015 -0.024 -0.011
C 0.010 -0.008 -0.010
C -0.015 0.006 0.015
C -0.006 0.008 -0.002
C 0.006 -0.004 -0.006
C -0.036 -0.035 -0.027
C 0.020 -0.033 -0.010
C 0.006 -0.011 0.004
C -0.005 0.000 -0.006
C 0.003 0.001 0.002
C 0.005 -0.004 0.000
C 0.003 0.002 0.004
C -0.004 0.030 0.026
C 0.001 -0.009 0.017
C -0.004 0.003 -0.007
C 0.003 0.006 0.003
C -0.007 0.003 0.019
C -0.001 -0.014 -0.003
C -0.017 0.006 -0.007
C 0.002 -0.002 -0.003
C 0.000 -0.024 -0.026
C -0.006 0.005 -0.006
C 0.015 0.018 -0.002
C 0.033 0.033 -0.006
C 0.029 0.009 -0.028
C -0.024 -0.004 -0.005
C -0.003 0.003 0.014
C 0.013 -0.021 -0.022
C 0.016 0.055 -0.011
C 0.053 -0.003 0.005
H 0.001 0.001 0.000
H 0.000 -0.001 -0.001
H 0.000 0.001 -0.002
H 0.002 0.001 -0.001
H -0.004 0.005 -0.010
H -0.002 0.000 -0.001
H 0.002 -0.002 0.000
H -0.002 -0.002 0.000
H -0.002 0.001 -0.001
H 0.054 0.084 0.109
H 0.001 0.000 -0.004
H 0.000 0.000 0.001
H 0.000 -0.001 0.000
H -0.003 0.000 0.001
H -0.001 0.003 0.004
H -0.004 0.001 0.000
H -0.001 0.000 0.002
H 0.001 0.001 0.000
H 0.001 -0.001 -0.001
H -0.005 0.007 -0.001
H 0.002 -0.007 -0.001
H 0.001 -0.001 0.005
H 0.002 0.001 0.000
H -0.006 0.000 -0.003
H -0.027 -0.039 -0.005
H 0.003 -0.001 -0.003
H -0.003 0.000 -0.001
H -0.002 0.000 0.001
H -0.038 -0.024 -0.020
H -0.027 -0.009 -0.012
S 0.133 0.001 0.068
C 0.014 -0.011 0.000
S -0.007 0.037 0.012
C -0.054 0.033 0.063
C -0.008 0.005 -0.024
N 0.003 -0.001 0.011
C 0.052 -0.024 -0.029
N -0.008 -0.003 0.066
C -0.032 -0.065 -0.112
O -0.052 0.165 0.118
C 0.078 -0.092 -0.079
C 0.024 0.004 -0.002
C -0.086 -0.008 0.028
C 0.105 0.079 -0.238
C 0.127 0.035 0.022
C -0.042 0.046 0.077
N 0.104 -0.007 0.181
N -0.156 0.233 -0.298
C -0.192 -0.341 0.533
C -0.066 0.026 -0.182
C 0.066 -0.089 -0.047
C 0.052 0.035 -0.055
O -0.102 0.062 0.153
C 0.024 -0.053 0.090
N -0.021 -0.102 0.077
C 0.000 0.036 0.027
C -0.029 -0.001 0.002
C 0.022 0.066 -0.053
C -0.067 -0.002 -0.055
H -0.028 -0.038 -0.014
H 0.006 0.004 0.011
H 0.043 -0.051 -0.029
H 0.005 -0.008 0.010
H 0.009 -0.009 -0.003
H 0.070 0.020 -0.009
H 0.002 0.005 0.006
H 0.012 0.015 0.017
H -0.008 -0.003 0.000
H -0.006 0.009 0.000
H -0.003 -0.004 0.002
H 0.098 -0.013 0.025

=====

No. 4
This record from the Open Molecules 2025 dataset describes C16H21Cu2F3N3O3 as an isolated structure in a non-equilibrium geometry. The level of theory is the ωB97M-V functional and the def2-TZVPD basis.

Summary:
Spin multiplicity: 2
Highest occupied orbital energy (alpha / beta), eV: -12.965 / -12.961
Kohn-Sham gap (alpha / beta), Eh: 0.190 / 0.083
Maximum force, eV/Å: 5.5
DFT total energy, eV: -124956.8495
LUMO energy (alpha / beta), eV: -7.8 / -10.7
Net charge: +2

Last column: Löwdin spin population.
Cartesian coordinates (Å):
1 Cu 2.528 0.669 -0.799  0.089
2 Cu 2.309 0.090 3.198  0.001
3 O 1.459 0.649 1.190  0.022
4 H 0.735 0.055 0.910  0.000
5 N -0.094 2.751 1.826  0.001
6 C -1.446 3.075 1.751  0.000
7 C -1.578 4.393 2.083  0.000
8 C -0.304 4.849 2.468  0.000
9 C 0.592 3.797 2.268  0.001
10 H 0.367 1.926 1.468  0.000
11 H -2.193 2.382 1.393  0.000
12 H -2.508 4.935 1.991  0.000
13 H -0.202 5.883 2.763  0.000
14 H 1.666 3.704 2.320  0.000
15 N 2.732 -2.273 -0.607  0.000
16 C 1.430 -1.791 -0.753  -0.001
17 C 1.355 -1.306 -2.049  -0.002
18 C 2.636 -1.289 -2.610  -0.001
19 C 3.482 -1.957 -1.705  0.000
20 H 3.077 -2.810 0.176  0.000
21 H 0.680 -2.009 -0.007  0.000
22 H 0.502 -0.967 -2.619  0.000
23 H 3.028 -1.101 -3.598  0.000
24 H 4.519 -2.254 -1.753  0.000
25 N 2.213 3.583 -2.730  0.041
26 C 1.712 2.733 -3.598  0.266
27 C 0.843 1.933 -3.005  0.121
28 C 0.664 2.305 -1.703  0.092
29 C 1.620 3.320 -1.481  0.349
30 H 2.996 4.202 -2.883  -0.001
31 H 2.099 2.668 -4.604  0.008
32 H 0.244 1.219 -3.551  0.001
33 H -0.054 1.937 -0.985  0.001
34 H 1.869 3.890 -0.598  0.012
35 C -2.477 -1.332 0.434  0.000
36 C -2.215 -2.368 1.457  0.000
37 O -3.042 -3.525 1.126  0.000
38 C -2.791 -4.749 1.731  0.000
39 O -1.854 -4.989 2.482  0.000
40 C -3.699 -5.858 1.203  0.000
41 F -4.228 -5.487 0.041  0.000
42 F -2.949 -6.991 1.073  0.000
43 F -4.701 -6.139 2.042  0.000
44 H -1.727 -0.541 0.446  0.000
45 H -3.462 -0.865 0.430  0.000
46 H -2.190 -1.694 -0.553  0.000
47 H -2.476 -1.972 2.438  0.000
48 H -1.170 -2.679 1.480  0.000

Cartesian forces, eV/Å:
Cu -1.114 -0.670 0.491
Cu -0.759 0.475 -1.353
O 1.250 -0.910 -0.215
H 0.553 0.140 0.410
N -2.214 -0.975 -0.515
C 0.559 -0.476 -0.764
C -0.209 -0.639 -0.016
C 0.205 0.445 -0.332
C 0.460 2.156 0.429
H -0.072 -0.210 0.349
H 0.158 -0.097 0.062
H 0.154 0.113 0.377
H 0.765 -0.212 0.184
H 0.023 0.347 0.319
N -0.499 0.645 -0.127
C 0.832 -1.316 -0.633
C -1.015 1.196 0.397
C 2.667 -0.997 0.449
C -0.745 0.375 0.426
H -0.105 0.107 -0.033
H -0.014 -0.017 -0.205
H -0.295 -0.091 0.496
H -0.602 0.321 -0.137
H -0.091 0.070 -0.183
N 0.434 0.882 2.458
C 3.280 1.584 -2.990
C -4.370 -3.277 0.852
C 0.172 -0.443 0.632
C 0.742 0.967 -0.906
H -0.079 0.187 -0.027
H -0.149 0.197 -0.124
H 0.057 -0.101 0.136
H 0.053 0.116 0.024
H -0.069 0.059 0.077
C 0.802 0.679 -1.617
C -0.363 -0.898 0.718
O 0.130 -1.159 0.943
C 2.865 1.485 0.837
O -2.183 0.874 -1.440
C -0.242 -0.994 0.053
F 0.189 -0.488 -0.112
F -0.801 1.217 -0.240
F 0.372 0.247 -0.058
H 0.047 0.496 0.960
H 0.055 -0.329 0.044
H -0.818 -0.566 -0.300
H -0.067 -0.401 0.194
H 0.050 -0.111 0.008

=====

Results for energy relative to the best compared isomer or geometry (same formula, charge and spin): 84.6; 146.5; 11.3; 0.0 (in kcal/mol, following the order of the records).